(1)
The following is a DFT calculation (ωB97M-V/def2-TZVPD) of a structure of composition C28H38MnN4P2 in a non-equilibrium geometry.

Positions of all 73 atoms, in Å:
Mn -0.31 0.19 -0.72
C 3.07 0.89 -7.94
C 3.76 0.40 -6.91
C 5.03 1.02 -6.37
C 5.13 2.55 -6.52
C 3.93 3.28 -5.96
C 2.84 3.63 -6.64
C 2.65 3.40 -8.12
C 3.35 2.15 -8.71
C -1.07 1.01 0.99
H 2.24 0.32 -8.37
H 3.52 -0.59 -6.52
H 5.88 0.55 -6.91
H 5.15 0.79 -5.29
H 5.97 2.85 -5.88
H 5.40 2.84 -7.54
H 4.09 3.59 -4.93
H 2.08 4.26 -6.18
H 3.01 4.29 -8.67
H 1.57 3.29 -8.36
H 2.86 1.98 -9.68
H 4.40 2.34 -8.94
H -2.05 0.50 0.98
H -1.19 2.11 0.97
H -0.48 0.68 1.87
P 1.30 1.89 -0.53
P 1.57 -0.96 -1.44
N 0.54 3.34 -1.23
N 2.09 2.63 0.93
N 1.09 -1.20 -3.17
N 2.21 -2.61 -1.15
C 2.73 1.56 -1.64
C 3.10 0.08 -1.58
C -0.78 3.35 -1.67
C -1.02 4.57 -2.29
C 0.20 5.33 -2.22
C 1.14 4.54 -1.56
C 1.42 3.11 2.05
C 2.36 3.49 3.01
C 3.65 3.19 2.48
C 3.45 2.65 1.21
C -0.25 -1.22 -3.55
C -0.30 -1.14 -4.93
C 1.04 -1.02 -5.41
C 1.87 -1.06 -4.30
C 2.92 -3.46 -2.00
C 3.27 -4.61 -1.31
C 2.75 -4.48 0.02
C 2.10 -3.25 0.08
H 3.58 2.20 -1.40
H 2.42 1.85 -2.65
H 3.70 -0.25 -2.43
H 3.70 -0.12 -0.69
H -1.44 2.50 -1.47
H -1.95 4.87 -2.72
H 0.34 6.33 -2.61
H 2.17 4.74 -1.28
H 0.34 3.13 2.08
H 2.15 3.92 3.98
H 4.60 3.36 2.96
H 4.17 2.27 0.50
H -1.03 -1.33 -2.80
H -1.19 -1.16 -5.53
H 1.35 -0.92 -6.44
H 2.95 -1.01 -4.23
H 3.10 -3.17 -3.03
H 3.84 -5.45 -1.70
H 2.85 -5.19 0.82
H 1.55 -2.77 0.89
C -0.96 -1.58 -0.01
H -0.69 -1.68 1.07
H -0.73 -2.49 -0.59
H -2.03 -1.28 -0.12

Values from the calculation:
- E_HOMO (spin up / spin down) (eV) = -5.4422 / -8.3837
- E (eV) = -85504.852
- LUMO level (spin up / spin down) (Ha) = -0.0011 / -0.0197
- 2S+1 = 6



(2)
The following is a DFT calculation (ωB97M-V/def2-TZVPD) of a structure of composition C28H38N7O5PS4V.

Positions of all 84 atoms, in Å:
V -0.27 -0.62 0.64
S 0.01 -1.47 -3.80
C -0.47 0.19 -3.93
C -0.22 0.86 -5.15
C -0.57 2.18 -5.38
C -0.27 2.77 -6.65
N -0.03 3.23 -7.68
C -1.22 2.90 -4.37
C -1.47 2.27 -3.16
C -1.12 0.94 -2.90
S -1.56 0.34 -1.31
C -1.62 4.27 -4.55
N -1.95 5.36 -4.70
H 0.26 0.29 -5.93
H -1.97 2.82 -2.37
C 3.02 0.03 -3.05
N 3.09 -1.26 -2.39
C 3.41 -2.45 -3.00
C 3.21 -3.43 -2.09
N 2.74 -2.82 -0.94
C 2.64 -1.47 -1.13
S 2.07 -0.25 -0.11
C 2.31 -3.53 0.22
C 1.57 -4.70 0.05
C 1.07 -5.30 1.19
C 1.30 -4.70 2.42
C 2.07 -3.56 2.46
N 2.61 -3.00 1.38
H 3.44 -0.08 -4.04
H 3.57 0.77 -2.47
H 1.97 0.33 -3.12
H 3.74 -2.50 -4.02
H 3.35 -4.49 -2.15
H 1.31 -5.04 -0.94
H 0.45 -6.18 1.11
H 0.85 -5.08 3.32
H 2.25 -3.05 3.40
O -1.62 -1.07 4.10
S -1.26 -1.78 2.89
O -1.40 -3.24 3.03
O -2.02 -1.29 1.69
O 0.17 -1.45 2.47
C -0.15 2.85 4.33
C 0.16 1.65 3.43
C 1.63 1.22 3.56
P -0.29 1.72 1.63
C -1.92 2.60 1.50
C -2.96 1.84 2.33
C -2.01 4.10 1.74
C 0.97 2.87 0.89
C 1.35 4.15 1.64
C 0.63 3.19 -0.57
H 0.19 2.62 5.34
H -1.22 3.03 4.38
H 0.33 3.77 4.02
H -0.44 0.82 3.78
H 2.32 2.03 3.29
H 1.84 0.35 2.94
H 1.83 0.95 4.60
H -2.16 2.41 0.45
H -2.82 2.00 3.40
H -2.92 0.77 2.15
H -3.96 2.20 2.07
H -1.70 4.39 2.74
H -3.05 4.42 1.61
H -1.41 4.67 1.02
H 1.86 2.24 0.87
H 0.50 4.81 1.83
H 2.08 4.71 1.04
H 1.82 3.93 2.60
H -0.18 3.91 -0.65
H 0.34 2.29 -1.12
H 1.51 3.63 -1.06
C -3.30 -4.60 0.14
N -2.01 -4.01 0.39
C -1.36 -3.26 -0.53
N -1.77 -3.32 -1.82
O -0.35 -2.61 -0.22
H -3.61 -5.15 1.02
H -3.26 -5.30 -0.70
H -4.07 -3.85 -0.07
H -1.79 -3.75 1.35
H -2.74 -3.50 -2.00
H -1.33 -2.60 -2.42

Values from the calculation:
- E_HOMO (spin up / spin down) (eV) = -1.0654 / -0.5358
- E (eV) = -128644.766
- LUMO level (spin up / spin down) (Ha) = 0.1598 / 0.1598
- 2S+1 = 2
- total charge = -2